3 unconnected molecules or ions with the total composition C2H10NO2S at a distorted geometry, computed with wB97M-V/def2-TZVPD.

Positions of all 16 atoms, in Å:
C (0.543, 0.206, -0.565)
C (1.319, -0.148, -1.857)
S (0.927, -1.737, -2.647)
N (-0.452, -0.924, -0.215)
H (1.221, 0.112, 0.258)
H (-0.015, 1.175, -0.642)
H (1.453, 0.628, -2.643)
H (2.365, -0.283, -1.308)
H (-0.777, -0.991, -1.159)
H (0.085, -1.736, 0.107)
H (-0.472, 0.748, 3.096)
H (0.618, 0.818, 1.906)
O (0.242, 1.300, 2.786)
H (-1.800, -0.076, 0.460)
H (-2.837, 0.836, 1.063)
O (-2.420, 0.072, 1.361)

Calculated values
Lowest unoccupied orbital energy (alpha / beta) ... 0.44 / -2.61 eV
Energy ... -685.5015 Eh
Spin multiplicity ... 2
Highest occupied orbital energy (alpha / beta) ... -9.914 / -9.561 eV
Strongest force on any atom ... 4.44 eV/A
Relative energy (zero: lowest compared OMol25 entry of this formula, charge and spin) ... 176.15 kJ/mol
Frontier orbital gap (alpha / beta) ... 10.35 / 6.95 eV